# 1
Computed, not measured: 2 unconnected molecules or ions with the total composition C9H17NO2S2 in a non-equilibrium geometry, with wB97M-V/def2-TZVPD.

## Properties
ΔE to the lowest compared entry with this formula, charge and spin (kcal/mol): 0.0
Gap between HOMO and LUMO (eV): 8.833
Energy (a.u.): -1354.7078
SMILES: C=CSCSN(C)CCCC.O=C=O
Maximum force (eV Å⁻¹): 1.739

Last column: Mulliken charge in e.
Cartesian coordinates (Å):
C 1.48 4.05 3.00  -0.677
C 0.51 3.23 2.63  -0.104
C -3.20 0.59 2.97  0.825
C 2.79 -1.73 -2.75  -1.143
C -2.17 -0.63 -0.81  -0.889
C 1.34 -2.14 -3.01  -0.478
C 0.49 -2.20 -1.75  -0.357
C 0.28 -0.83 -1.09  -0.995
C -0.80 0.95 1.92  -0.940
N -0.87 -0.85 -0.22  0.230
O -2.88 1.11 3.94  -0.398
O -3.63 0.08 2.05  -0.358
S 0.72 1.91 1.49  -0.091
S -0.71 -0.81 1.42  -0.097
H 1.28 4.86 3.68  0.252
H 2.48 3.95 2.63  0.246
H -0.51 3.33 2.99  0.250
H -0.83 0.94 3.00  0.430
H 3.27 -2.43 -2.07  0.302
H 3.35 -1.71 -3.68  0.355
H 2.83 -0.74 -2.30  0.296
H -2.94 -0.87 -0.08  0.267
H -2.28 0.41 -1.14  0.298
H -2.29 -1.28 -1.68  0.339
H 0.89 -1.44 -3.72  0.297
H 1.34 -3.13 -3.48  0.314
H -0.49 -2.60 -2.02  0.336
H 0.93 -2.88 -1.02  0.241
H 0.13 -0.06 -1.86  0.263
H 1.15 -0.55 -0.50  0.474
H -1.64 1.45 1.45  0.512



# 2
Computed, not measured: C4H8N2 in the gas phase in a non-equilibrium geometry, with wB97M-V/def2-TZVPD.

## Properties
ΔE to the lowest compared entry with this formula, charge and spin (kcal/mol): 20.8
Gap between HOMO and LUMO (eV): 9.962
Energy (a.u.): -266.6888
SMILES: CN(C)CC#N
Maximum force (eV Å⁻¹): 1.090

Last column: Mulliken charge in e.
Cartesian coordinates (Å):
C -0.29 -0.79 1.12  -1.000
N 0.03 -0.51 -0.27  -0.008
C 1.46 -0.37 -0.50  -0.917
C -0.87 0.46 -0.86  -0.592
C -1.12 1.65 -0.02  0.355
N -1.23 2.58 0.67  -0.423
H 0.47 -1.46 1.53  0.321
H -1.26 -1.30 1.19  0.283
H -0.32 0.11 1.76  0.370
H 1.95 0.41 0.11  0.329
H 1.66 -0.18 -1.55  0.323
H 1.92 -1.33 -0.24  0.328
H -1.83 -0.04 -1.07  0.321
H -0.52 0.84 -1.82  0.309



# 3
Computed, not measured: CH2ClPS in the gas phase in a non-equilibrium geometry, with wB97M-V/def2-TZVPD.

## Properties
ΔE to the lowest compared entry with this formula, charge and spin (kcal/mol): 81.0
Gap between HOMO and LUMO (alpha / beta) (eV): 7.180 / 6.039
Energy (a.u.): -1238.9157
Maximum force (eV Å⁻¹): 4.970

Last column: Mulliken charge in e.
Cartesian coordinates (Å):
C 0.09 0.24 0.13  -0.450
P 1.70 3.43 1.81  0.145
S 0.60 1.82 0.38  -0.108
Cl 1.43 5.02 0.78  -0.110
H 0.14 -0.76 0.75  0.263
H -0.06 0.14 -0.86  0.261



# 4
Computed, not measured: 2 unconnected molecules or ions with the total composition C3H7N2 in a non-equilibrium geometry, with wB97M-V/def2-TZVPD.

## Properties
ΔE to the lowest compared entry with this formula, charge and spin (kcal/mol): 64.3
Gap between HOMO and LUMO (eV): 8.593
Energy (a.u.): -227.6518
Total charge: +1
Maximum force (eV Å⁻¹): 4.321

Last column: Mulliken charge in e.
Cartesian coordinates (Å):
C -2.36 1.71 -0.02  0.072
C -1.53 0.82 0.19  -0.562
C -0.58 -0.15 0.04  0.268
N 2.36 0.09 0.25  -0.821
N -0.92 -1.35 -0.51  -0.327
H -3.06 2.62 -0.13  0.378
H 0.55 0.17 0.22  0.614
H 2.31 -0.79 -0.32  0.258
H 2.35 -0.19 1.21  0.271
H -0.25 -2.12 -0.31  0.301
H 3.12 0.61 -0.05  0.207
H -2.00 -1.42 -0.57  0.341